A structure of composition C33H33MnN3SSbSe4Si, computed with the ωB97M-V functional and the def2-TZVPD basis.

Results
Energy relative to the best compared isomer or geometry (same formula, charge and spin)   0.1656 eV
E_tot   -357178.682 eV
⟨S²⟩   3.87
Total charge   +1
E_LUMO (alpha / beta)   -3.7 / -4.4 eV
2S+1   4
Orbital gap (alpha / beta)   6.4 / 6.1 eV
HOMO level (alpha / beta)   -10.13 / -10.49 eV

Cartesian coordinates (Å):
Mn  1.266  1.200  0.985
Se  1.272  0.504  3.497
Se  2.931  1.506  4.576
Se  3.566  3.254  3.174
Se  1.818  3.384  1.694
S  -1.069  1.566  1.457
Sb  -2.412  -0.082  0.572
C  -2.197  -0.268  -1.504
C  -1.893  -1.453  -2.164
C  -1.855  -1.480  -3.550
C  -2.137  -0.334  -4.274
C  -2.436  0.850  -3.619
C  -2.455  0.889  -2.234
C  -4.387  0.525  0.863
C  -5.295  0.504  -0.185
C  -6.592  0.942  0.029
C  -6.973  1.395  1.281
C  -6.064  1.413  2.326
C  -4.765  0.980  2.120
C  -2.103  -1.848  1.655
C  -2.387  -3.118  1.163
C  -2.239  -4.221  1.988
C  -1.829  -4.057  3.303
C  -1.564  -2.792  3.800
C  -1.698  -1.686  2.976
H  -1.671  -2.357  -1.612
H  -1.620  -2.401  -4.064
H  -2.127  -0.364  -5.355
H  -2.660  1.744  -4.183
H  -2.693  1.820  -1.728
H  -5.006  0.149  -1.166
H  -7.305  0.929  -0.782
H  -7.983  1.739  1.444
H  -6.365  1.770  3.300
H  -4.054  1.012  2.937
H  -2.749  -3.262  0.153
H  -2.454  -5.208  1.609
H  -1.720  -4.920  3.943
H  -1.248  -2.663  4.824
H  -1.487  -0.695  3.365
N  -0.472  5.409  -3.480
C  -0.088  4.379  -3.163
C  0.358  3.083  -2.756
C  0.559  2.070  -3.689
C  0.945  0.820  -3.239
C  1.136  0.634  -1.882
N  0.967  1.621  -0.985
C  0.571  2.823  -1.409
H  0.401  2.263  -4.740
H  1.109  0.001  -3.920
H  1.485  -0.312  -1.488
H  0.430  3.598  -0.664
C  4.782  -0.460  -1.501
Si  4.374  0.950  -0.319
C  3.997  2.485  -1.335
C  5.869  1.300  0.762
N  2.928  0.442  0.577
C  2.813  -0.872  1.028
C  1.562  -1.498  0.958
C  1.343  -2.771  1.461
C  2.396  -3.470  2.021
C  3.654  -2.871  2.086
C  3.862  -1.594  1.610
H  5.529  -0.132  -2.220
H  3.902  -0.770  -2.065
H  5.177  -1.339  -0.998
H  4.935  2.930  -1.657
H  3.462  3.246  -0.766
H  3.431  2.252  -2.234
H  6.665  1.706  0.141
H  6.266  0.415  1.251
H  5.642  2.035  1.533
H  0.719  -1.006  0.450
H  0.360  -3.216  1.389
H  2.252  -4.473  2.395
H  4.482  -3.409  2.526
H  4.834  -1.137  1.706

These are the Löwdin partial charges, in e, on atoms 1 to 4: number 1, Mn, carries -0.11; number 2, Se, carries 0.25; number 3, Se, carries 0.15; number 4, Se, carries 0.11